1.
This record from the OMol25 dataset describes a gas-phase ion, C8H20N3S (charge +1) at a distorted geometry. The level of theory is ωB97M-V/def2-TZVPD.

Properties
* relative energy (zero: lowest compared OMol25 entry of this formula, charge and spin): 174.5 kJ/mol
* total charge: +1
* SMILES string: C/C=N/N[C@@](C)(S)[C@@H]([NH3+])C(C)C
* gap between HOMO and LUMO: 8.5 eV
* LUMO level: -2.987 eV

```
32
Properties=species:S:1:pos:R:3:forces:R:3
C -3.0516 1.2187 0.4896 0.8802 -1.4754 -0.3546
C -4.3040 1.5564 -0.2643 1.9631 0.9111 1.8752
C 1.0075 -2.9586 -0.2151 0.3112 -0.8129 -0.3065
C 1.3687 -1.5278 1.7270 -1.0740 1.8439 -0.2766
C 0.3033 1.9835 -1.3567 -0.5952 1.7009 -1.7646
C 0.5998 -1.6381 0.3983 -1.1525 0.2484 0.2716
C 0.9752 -0.5590 -0.6561 -2.2089 0.8800 2.5219
C 0.4496 0.9852 -0.2394 0.5240 -0.5367 0.1072
N -1.8997 1.3390 -0.0905 -2.2868 0.0108 0.5633
N -0.7775 0.9010 0.5019 0.7134 -0.3115 0.1963
N 2.4384 -0.5807 -0.7500 0.0925 1.2635 -0.6430
S 1.8485 1.6882 0.8375 0.0342 1.3358 1.1550
H -3.2719 0.6285 1.4284 0.9732 0.8198 -0.4923
H -4.0756 1.5421 -1.2632 0.3440 0.2153 -2.5641
H -4.5729 2.5372 0.0560 -0.8191 0.7429 0.0284
H -5.0282 0.8454 -0.0538 -1.5898 -1.1315 0.4863
H 1.9807 -3.1635 0.1821 0.9535 -0.4809 -0.0144
H 1.1129 -3.0980 -1.3049 -0.5930 0.4312 0.2857
H 0.4463 -3.7765 0.1832 -0.6320 -0.5190 0.0644
H 2.3653 -1.9249 1.5103 0.1201 0.4375 0.9943
H 0.8335 -2.1072 2.4763 0.4342 -0.2864 0.0547
H 1.3111 -0.4411 2.0722 0.6490 -1.5635 -0.1478
H -0.2542 1.6928 -2.2774 -0.4703 -0.2033 1.2158
H -0.1762 2.8796 -0.8612 0.3076 -0.9282 -0.9854
H 1.1895 2.3828 -1.8894 0.3752 -0.5644 1.1142
H -0.5067 -1.6272 0.6664 1.3422 0.2535 -0.9404
H 0.4914 -0.9748 -1.5323 0.1612 0.8613 -0.6621
H -0.7992 0.6289 1.4814 0.2318 0.0333 -0.2721
H 2.8035 -1.4828 -0.4390 0.3205 -0.0204 -0.7733
H 2.7463 0.1667 -0.0685 0.3829 -0.3450 -0.6154
H 2.6595 -0.2444 -1.7051 0.7251 -0.7087 0.6989
H 1.7868 3.1288 0.9562 -0.4177 -2.1013 -0.8205
```
Positions in Å, forces in eV/Å.

Here are the Mulliken charges for atoms 1 to 6, given in e:
1. C -0.01
2. C -1.11
3. C -1.65
4. C -1.32
5. C -1.60
6. C -0.08

2.
This record from the OMol25 dataset describes a molecular structure, C8H20N8O16Pb at a distorted geometry. The level of theory is ωB97M-V/def2-TZVPD.

Properties
* relative energy (zero: lowest compared OMol25 entry of this formula, charge and spin): 1115.5 kJ/mol
* total charge: -2
* gap between HOMO and LUMO: 3.6 eV
* LUMO level: 1.827 eV

```
53
Properties=species:S:1:pos:R:3:forces:R:3
Pb 0.2098 -0.0329 -0.1392 1.2403 0.3616 0.3947
O 2.3500 0.7726 -5.8015 -0.3780 0.1870 -0.2431
C 2.9652 -0.0021 -4.8502 1.7896 -2.9757 3.0834
O 2.3597 -0.4382 -3.8474 -2.6480 1.3935 -0.0363
O 4.1530 -0.3770 -4.9564 0.5745 1.3902 -2.5735
H 2.9672 0.7230 -6.5352 0.2673 0.1698 -0.1107
O 4.4642 2.6351 2.0264 0.2799 -0.4931 0.1912
C 4.6456 1.5962 1.1467 6.8037 -1.9374 -0.5934
O 3.7388 1.3024 0.4294 -5.7404 -0.7755 -2.3874
O 5.7795 1.0020 0.9378 -1.3683 2.2484 2.2480
H 3.5269 2.7063 1.8316 -0.7080 0.8696 0.5540
O -1.3763 4.0169 3.8397 -1.3446 1.1380 1.1239
C -0.8823 3.2631 2.8863 -0.8292 -4.8461 -4.7888
O -1.5669 2.4645 2.1505 -1.6153 0.4715 1.1800
O 0.3089 3.3280 2.6702 3.5381 1.5027 0.5709
H -0.5356 4.4787 3.8801 0.3953 1.1584 1.3156
O 2.4272 -5.8509 -0.1743 -0.8278 -4.0191 0.1369
C 2.8170 -4.6128 -0.2867 2.7631 5.0119 0.6374
O 1.9404 -3.7236 -0.3001 -2.5806 0.4910 -0.1285
O 4.0260 -4.3336 -0.2558 0.3295 -1.5664 -0.2299
H 1.4676 -5.8389 -0.1499 -0.1513 0.2330 -0.1038
C -3.8765 -0.3978 -3.5161 2.0109 -0.5373 2.0427
O -2.9890 -0.6479 -2.7500 1.4115 -0.8351 1.2107
N -4.9677 -1.0725 -3.7267 -4.1315 -3.4615 -0.3102
N -3.9760 0.6732 -4.2306 0.2719 5.0046 -3.5481
H -5.6934 -0.5402 -4.1851 -0.2115 -0.9369 0.3156
H -5.1386 -2.0229 -3.4307 0.1931 0.4544 0.1280
H -3.2108 1.3100 -4.4010 0.1099 -0.2933 0.4381
H -4.6010 0.5603 -5.0159 0.5061 0.6246 -0.0801
C 1.9918 -2.2544 4.0599 -2.0344 3.8854 -3.5687
O 1.3724 -1.3585 3.3851 1.5870 -2.0551 1.9667
N 1.9078 -3.5174 3.8404 -2.2582 -4.6723 -1.5267
N 2.9256 -2.0836 4.9553 2.2657 2.8026 2.9404
H 2.4219 -4.1744 4.4097 -0.1231 0.0467 -0.7739
H 1.3615 -3.8199 3.0465 0.1133 -0.2442 0.1435
H 3.0874 -2.8011 5.6474 0.3522 0.6148 -0.2216
H 3.3170 -1.1542 5.0116 -0.0361 -0.2295 0.5592
C -3.4070 -2.3125 2.3120 0.4697 -0.3448 -4.0216
O -2.4416 -2.4216 1.5942 1.6733 0.4998 -0.8116
N -3.4644 -2.5733 3.5445 1.5883 -1.7137 7.4330
N -4.6160 -2.0573 1.8742 -2.9149 1.0558 -1.9183
H -4.3213 -2.7527 4.0483 0.4392 0.1819 -0.1706
H -2.6063 -2.8700 3.9868 -0.1651 0.1254 0.0651
H -4.7284 -1.9979 0.8722 -0.4884 0.0659 0.3932
H -5.3415 -2.1571 2.5698 -0.4053 0.3430 -1.1314
C 0.0155 4.3741 -2.2455 -2.2832 -1.7049 -0.1787
O -0.3537 3.2283 -2.2147 -0.3035 -2.1843 0.6794
N 1.1072 4.8249 -2.7248 6.2567 0.7712 -2.0665
N -0.7409 5.3989 -1.9675 -3.2418 2.8251 1.2969
H 1.9258 4.2336 -2.7403 -0.0787 0.0859 -0.3008
H 1.1951 5.8032 -2.9601 0.3523 -0.5536 0.1188
H -0.2419 6.2701 -1.8571 -1.0666 -0.0232 0.4434
H -1.6988 5.2317 -1.6941 0.3515 0.3892 0.2134
```
Positions in Å, forces in eV/Å.

Here are the Mulliken charges for atoms 1 to 6, given in e:
1. Pb 1.63
2. O -0.47
3. C 0.58
4. O -0.65
5. O -0.68
6. H 0.29

3.
This record from the OMol25 dataset describes a molecular structure, C8H21BrSi2 at a distorted geometry. The level of theory is ωB97M-V/def2-TZVPD.

Properties
* relative energy (zero: lowest compared OMol25 entry of this formula, charge and spin): 0.0 kJ/mol
* total charge: 0
* gap between HOMO and LUMO: 8.6 eV
* LUMO level: 0.657 eV

```
32
Properties=species:S:1:pos:R:3:forces:R:3
C 1.0969 -3.2420 -0.5936 0.9273 0.3344 0.0767
C 0.1561 -0.4873 3.1307 -1.0343 1.1328 -1.2865
C -0.2744 -0.3490 -3.1644 -2.0051 1.1991 0.1017
C -0.1359 3.0962 0.5000 -0.1260 -2.4422 0.2846
C 0.6051 -2.3247 0.5489 2.2458 -0.5441 -0.2222
C 1.1769 0.1074 2.1437 1.9023 1.4434 2.6771
C -0.9295 0.9588 -2.5739 1.6691 -1.7235 0.8575
C -1.5657 2.5483 0.2044 1.1182 -1.0279 -1.7462
Si 0.9228 -0.4636 0.4165 -0.5580 0.8573 -2.1756
Si -1.3974 0.8913 -0.7566 3.3399 -0.3126 1.2608
Br -3.3142 -0.1624 -0.7037 -0.6413 -0.4853 0.1280
H 0.4207 -3.2035 -1.4385 -0.3269 -0.2332 -0.1217
H 2.0108 -2.7307 -0.9702 -0.1089 -1.0222 0.0975
H 1.2811 -4.3291 -0.2884 -0.1820 1.6267 -0.4095
H 0.5389 -0.5568 4.1000 0.6197 -0.2000 1.5287
H -0.8105 0.0587 3.2012 0.7013 0.1116 -0.2386
H -0.1339 -1.4298 2.7736 -0.3445 -1.6371 -0.0140
H -0.2329 -0.3474 -4.2588 0.1785 0.1993 0.2386
H 0.6783 -0.3949 -2.7170 1.3385 -0.3523 0.2288
H -0.8473 -1.2118 -2.8735 -0.1980 -0.5264 0.1689
H 0.4836 3.0238 -0.4015 -0.2651 1.0047 -0.0914
H -0.2445 4.0283 0.9970 0.5359 1.0824 -0.0045
H 0.4751 2.4005 1.1532 -1.2318 0.8550 -0.3913
H 1.1807 -2.6091 1.4486 -0.1580 0.0895 -0.1219
H -0.3851 -2.5612 0.7553 -1.9945 -0.1327 0.5368
H 2.2745 -0.1824 2.5310 -2.2271 0.4495 -1.0036
H 1.1170 1.2249 2.3428 0.4760 -1.2998 -0.6410
H -1.8799 1.1908 -2.8952 -2.0787 0.5036 -1.8304
H -0.2419 1.7334 -2.8057 0.3881 1.1497 -0.0048
H -2.1757 3.2048 -0.4206 0.1908 0.2863 0.0218
H -2.1696 2.2888 1.0343 -0.3652 -0.0109 1.2485
H 2.3201 -0.1704 -0.4196 -1.7861 -0.3751 0.8472
```
Positions in Å, forces in eV/Å.

Here are the Mulliken charges for atoms 1 to 6, given in e:
1. C -1.09
2. C -1.22
3. C -1.06
4. C -0.79
5. C -0.72
6. C -0.33

4.
This record from the OMol25 dataset describes a molecular structure, C8H21ClCoNO4 at a distorted geometry. The level of theory is ωB97M-V/def2-TZVPD.

Properties
* relative energy (zero: lowest compared OMol25 entry of this formula, charge and spin): 345.4 kJ/mol
* total charge: +1
* spin multiplicity: 4
* gap between HOMO and LUMO (spin up / spin down): 7.1 / 5.4 eV
* LUMO level (spin up / spin down): -4.075 / -5.387 eV

```
36
Properties=species:S:1:pos:R:3:forces:R:3
Co -0.1944 0.2843 -0.8102 1.7142 -0.6239 -0.8329
Cl 0.1689 1.0279 -4.3522 -0.1509 -0.3189 1.7072
C -2.2027 1.1110 2.5364 -0.3703 -0.5599 -0.6652
C -3.3178 1.4490 1.5290 0.6328 -0.0902 0.1547
O -2.7345 1.6697 0.2330 0.2279 -0.3717 0.1219
O -1.3966 -0.0194 2.1455 -0.0548 0.1087 -0.6773
H -2.6651 0.8059 3.4751 0.0230 0.8308 0.2279
H -1.4957 1.9388 2.5930 -0.3071 0.1444 0.3877
H -3.8350 2.3668 1.8088 0.1406 0.0789 0.4174
H -4.0844 0.6773 1.4588 0.1543 -0.3322 0.1084
H -3.4871 1.9496 -0.2932 0.2031 0.1171 -0.6033
H -1.6780 -0.7679 2.6767 0.0710 -0.1503 -0.1407
C -1.7930 -2.2311 -1.4417 -1.3596 -0.5903 -0.0625
O -0.4996 -1.8523 -1.0536 1.2289 1.3149 0.2565
C 0.4905 -2.8981 -0.9872 1.1273 0.0950 0.2983
C 1.8457 -2.3744 -0.3218 -2.4297 0.2267 -0.8524
N 2.0997 -0.9498 -0.7160 -1.1721 -0.5954 0.6792
C 2.8356 -0.2173 0.3148 -0.4830 -0.2831 0.8839
C 2.6416 1.2734 0.2380 0.9688 0.8653 -1.1834
O 1.3082 1.6424 -0.0463 -2.1073 0.0795 -0.7231
C 1.1416 3.0091 -0.5316 -0.1545 0.1400 -0.8281
H -2.3151 -2.6911 -0.6027 0.0691 -0.2983 0.0290
H -1.7986 -2.8978 -2.3039 0.2138 -0.0098 0.0312
H -2.3899 -1.3594 -1.7104 0.3201 0.2373 -0.0973
H 0.7075 -3.3478 -1.9561 -0.3519 0.4710 -0.3595
H 0.0910 -3.6992 -0.3653 -0.0320 0.0042 0.1360
H 2.6293 -3.0763 -0.6070 0.1227 0.1649 0.1158
H 1.6016 -2.4763 0.7356 0.6917 0.5157 0.1434
H 2.6543 -0.9490 -1.5602 -0.2037 0.1218 -0.3992
H 3.8822 -0.5066 0.2194 0.1973 0.4648 0.5662
H 2.4451 -0.4685 1.3009 0.1180 -0.7191 -0.0397
H 3.2554 1.6114 -0.5970 0.1167 0.4999 0.0092
H 2.8691 1.8389 1.1416 0.6582 -0.4622 0.1218
H 1.6480 3.2067 -1.4763 0.5415 -0.5977 0.0069
H 1.4697 3.7836 0.1616 -0.1679 -0.4224 0.4458
H 0.1026 3.1367 -0.8353 -0.1963 -0.0554 0.6164
```
Positions in Å, forces in eV/Å.

Here are the Mulliken charges for atoms 1 to 6, given in e:
1. Co 0.79
2. Cl -0.59
3. C -0.47
4. C -0.40
5. O -0.42
6. O -0.46

5.
This record from the OMol25 dataset describes a molecular structure, C8H21F2N2O8RbS2 at a distorted geometry. The level of theory is ωB97M-V/def2-TZVPD.

Properties
* relative energy (zero: lowest compared OMol25 entry of this formula, charge and spin): 0.0 kJ/mol
* total charge: 0
* gap between HOMO and LUMO: 9.3 eV
* LUMO level: -0.410 eV

```
44
Properties=species:S:1:pos:R:3:forces:R:3
Rb -0.2717 -0.2011 0.5653 -0.3338 -0.0418 -0.0081
N -2.6286 -0.3877 2.3981 -0.3047 -1.8467 1.2160
S -2.7360 0.3220 3.8368 -0.0177 1.6272 -0.1273
O -1.6875 -0.0042 4.7287 0.7127 -0.3994 0.4701
O -4.0527 0.4414 4.3591 -0.0267 0.0840 -0.3137
F -2.3076 1.7754 3.3158 -0.3676 -0.2014 -0.1216
S -2.8799 -2.0016 2.7058 0.3377 0.3826 -1.6451
O -4.2353 -2.3481 2.8757 -0.7033 -0.0146 0.4344
O -1.8621 -2.6342 3.4630 0.3113 0.0587 0.3154
F -2.5792 -2.4715 1.2097 0.2815 0.2011 -0.1705
C 1.7161 -0.2515 3.7427 0.1736 0.1455 0.0511
O 1.9120 -0.2610 2.3346 -0.1083 -0.2828 -0.6606
C 3.1132 0.2940 1.8332 -0.3735 0.9057 0.3845
C 3.2545 0.0403 0.3408 1.1071 -0.2983 0.6131
N 2.4752 0.9752 -0.4733 -0.2250 -0.2535 0.2950
C 2.8278 0.9879 -1.8880 0.3468 0.4286 -0.3403
C 2.4389 -0.2762 -2.6112 0.5178 -0.1886 0.2709
O 2.8951 -0.1562 -3.9310 -0.3266 0.0737 -0.3290
C 2.3070 -1.1084 -4.7965 -0.0477 -0.0631 0.2329
H 1.2507 0.6818 4.0674 0.0467 0.0181 0.0174
H 2.6671 -0.3872 4.2661 -0.0235 -0.0339 -0.0067
H 1.0478 -1.0763 3.9776 -0.0429 0.0312 0.0438
H 3.9574 -0.0880 2.4152 0.0908 -0.1592 -0.2479
H 3.1057 1.3914 1.9696 0.0342 -0.1046 0.2145
H 3.0523 -1.0272 0.2121 -0.4198 0.1804 -0.5303
H 4.3316 0.1535 0.1238 -0.0862 -0.0462 -0.0660
H 2.7269 1.8937 -0.1224 -0.2867 0.0391 0.0907
H 3.8994 1.1793 -2.0623 0.0028 -0.2664 0.1637
H 2.3312 1.8321 -2.3732 -0.1896 -0.0702 0.1286
H 1.3510 -0.4185 -2.5414 0.0010 -0.0923 -0.1658
H 2.9562 -1.1348 -2.1563 -0.3371 -0.0791 0.1035
H 1.2287 -0.9364 -4.8878 0.0142 0.0471 -0.0787
H 2.4469 -2.1295 -4.4218 0.1043 0.0203 -0.0322
H 2.7830 -1.0087 -5.7663 -0.0056 0.0097 -0.0493
C -4.1126 0.6636 -1.0744 -0.0724 -0.0209 0.6565
C -3.5570 1.4101 -2.2536 0.2330 0.1240 -0.2349
O -3.7619 0.7172 -3.4793 0.0043 0.0146 -0.1023
O -3.0766 -0.0391 -0.3764 -0.1738 0.2015 -0.4027
H -4.8953 -0.0244 -1.4009 0.0440 -0.0395 -0.1279
H -4.5786 1.3818 -0.3909 0.0678 -0.0326 0.0337
H -2.4895 1.5915 -2.0965 -0.0213 0.0379 0.1160
H -4.0413 2.3889 -2.2998 -0.0586 -0.0630 -0.2688
H -2.9172 0.4595 -3.8561 -0.0700 0.0176 0.0688
H -3.4052 -0.2086 0.5180 0.1908 -0.0507 0.1092
```
Positions in Å, forces in eV/Å.

Here are the Mulliken charges for atoms 1 to 6, given in e:
1. Rb 0.82
2. N -0.30
3. S 0.96
4. O -0.54
5. O -0.60
6. F -0.28

6.
This record from the OMol25 dataset describes a molecular structure, C8H21F4HgN3O12S4 at a distorted geometry. The level of theory is ωB97M-V/def2-TZVPD.

Properties
* relative energy (zero: lowest compared OMol25 entry of this formula, charge and spin): 0.0 kJ/mol
* total charge: 0
* gap between HOMO and LUMO: 9.7 eV
* LUMO level: -0.833 eV

```
53
Properties=species:S:1:pos:R:3:forces:R:3
Hg -0.0985 -0.2698 0.0033 0.4802 0.0458 0.3575
N 0.5788 -1.1588 1.9425 0.8535 -2.1713 1.1753
S 0.2841 -0.7994 3.4567 -1.9463 4.9274 3.8034
O 1.4173 -0.7491 4.3221 0.4308 -0.6346 -0.7705
O -0.9290 -1.2760 4.0202 0.0420 -0.4868 -0.6875
F -0.0312 0.7605 3.2383 0.2349 -0.4101 -0.6008
S 0.9896 -2.7459 2.2679 0.1267 -2.5209 -4.1878
O -0.0617 -3.5917 2.6949 -0.1576 0.4682 0.8585
O 2.3237 -2.9669 2.6759 0.2430 0.5120 0.2839
F 0.9972 -3.1220 0.6891 0.3534 0.2921 0.0148
N -1.9564 0.7196 0.8303 -2.5978 -0.3133 1.1479
S -3.3426 -0.1145 1.2876 1.0784 -3.1263 -0.2443
O -4.2182 -0.3981 0.2062 0.0268 0.4872 -0.3319
O -3.8452 0.1218 2.5851 0.0898 0.9671 0.0136
F -2.5285 -1.4729 1.4481 -0.0803 -0.0147 -0.0298
S -2.4122 2.2036 1.1140 0.7026 4.3470 -1.6016
O -2.0392 2.8188 2.3341 0.4659 -0.6879 0.3447
O -3.6742 2.5754 0.5604 -0.4313 -1.0386 0.2845
F -1.4323 2.9002 0.0159 0.3591 -0.4722 0.3586
C 2.1519 2.2218 1.1827 0.3093 0.3757 -0.1533
C 1.5822 3.4900 1.7513 -0.2287 0.0769 0.0950
O 1.6807 4.5289 0.7730 -0.0286 -0.3417 -0.0492
O 1.3095 1.6858 0.1467 0.3808 0.2420 0.0027
H 2.2392 1.4642 1.9577 0.0513 -0.0525 -0.0584
H 3.1187 2.4583 0.7285 0.1488 -0.2449 0.1977
H 2.1506 3.7998 2.6310 -0.0638 -0.3107 0.1678
H 0.5400 3.2783 2.0116 0.0011 0.2683 0.1789
H 1.4737 5.3518 1.2236 -0.0953 0.0764 -0.1811
H 1.2514 2.3680 -0.5313 -0.2578 0.0955 0.0228
C 3.2568 -1.2269 -0.5724 -0.3014 -0.4287 0.3971
O 1.9904 -1.0562 -1.2114 0.5114 -0.4519 -0.4330
C 2.1450 -0.5164 -2.5141 -0.8155 0.6675 0.1458
C 0.7360 -0.4263 -3.1047 0.3985 -0.6827 0.0384
N -0.1082 0.4197 -2.2282 -0.4144 -0.4756 -0.9844
C -1.5410 0.3272 -2.6046 -0.1689 0.1731 0.2846
C -2.1537 -1.0397 -2.3001 -0.5711 -0.2375 -0.6314
O -1.4997 -1.7263 -1.2353 -0.5361 0.2961 -0.8298
C -2.0499 -3.0311 -1.0687 0.7166 -0.6306 -0.2577
H 3.0823 -1.8313 0.3148 -0.0456 0.3254 0.1957
H 3.6720 -0.2492 -0.3242 0.1753 -0.0664 0.0299
H 3.9440 -1.8281 -1.1726 -0.0242 0.2837 -0.3325
H 2.7692 -1.1707 -3.1240 0.1373 0.1358 -0.0430
H 2.5713 0.4894 -2.4099 0.3023 -0.0698 -0.2385
H 0.4290 -1.4703 -3.1950 -0.6759 0.1628 0.4111
H 0.6581 -0.0201 -4.1171 0.5649 0.0121 -0.0478
H 0.1813 1.3363 -2.5576 -0.1173 0.3790 0.8820
H -1.6441 0.5875 -3.6619 -0.1821 -0.3133 -0.0676
H -2.1213 1.0714 -2.0568 0.3880 0.1638 0.1831
H -2.1810 -1.6651 -3.2001 0.4907 -0.1827 0.0731
H -3.2126 -0.9010 -2.0648 0.0607 0.1261 0.2901
H -1.3975 -3.5453 -0.3672 -0.3450 0.0805 0.3617
H -1.9457 -3.5849 -2.0086 -0.1091 0.1533 -0.1086
H -3.1001 -3.0243 -0.7833 0.0701 0.2247 0.2702
```
Positions in Å, forces in eV/Å.

Here are the Mulliken charges for atoms 1 to 6, given in e:
1. Hg 3.37
2. N -0.31
3. S 0.91
4. O -0.65
5. O -0.57
6. F -0.20